{
  "formula": "C14H15BiN2O5S2",
  "method": "ωB97M-V with the def2-TZVPD basis set",
  "e_tot_ev": -55474.7833,
  "homo_lumo_gap_ev": 8.506,
  "lumo_energy_ev": -7.007,
  "spin_multiplicity": 1,
  "total_charge": 2,
  "symbols": ["Bi", "O", "C", "O", "C", "O", "C", "C", "O", "O", "H", "H", "H", "H", "H", "S", "C", "N", "C", "C", "S", "H", "H", "H", "H", "H", "N", "C", "C", "C", "C", "C", "C", "C", "H", "H", "H", "H", "H"],
  "positions_angstrom": [[0.80011, 2.28193, -0.93620], [1.68651, 6.16903, 1.33030], [1.30191, 5.00123, 0.94240], [1.30461, 4.61233, -0.21540], [0.79271, 4.13683, 2.08120], [0.67571, 2.78183, 1.70080], [1.62201, 1.89633, 2.27890], [2.76791, 1.49663, 1.32260], [3.74271, 0.94303, 1.71880], [2.55141, 1.80273, 0.05830], [1.99151, 6.76953, 0.62290], [-0.20689, 4.50513, 2.35450], [1.43891, 4.28113, 2.95450], [1.08101, 0.98563, 2.55600], [2.07281, 2.30863, 3.18470], [-1.34319, 1.46833, 0.34560], [-2.17419, 0.55333, -0.84030], [-3.10279, -0.32087, -0.51060], [-3.81569, -0.99967, -1.57350], [-3.06269, -0.73087, -2.87810], [-1.91789, 0.66243, -2.54070], [-3.40879, -0.44007, 0.44690], [-4.84329, -0.62617, -1.61900], [-3.85769, -2.07247, -1.36480], [-3.71599, -0.42697, -3.69460], [-2.46209, -1.58267, -3.19910], [0.83481, 0.02873, -1.05750], [0.89081, -1.11187, -0.85600], [0.84101, -2.46357, -0.58390], [1.17451, -2.91427, 0.70750], [1.10171, -4.26127, 0.99090], [0.71571, -5.16517, 0.00790], [0.36181, -4.71907, -1.26100], [0.41701, -3.37567, -1.56890], [1.49181, -2.20027, 1.45270], [1.35041, -4.61297, 1.98010], [0.69801, -6.22097, 0.22920], [0.04771, -5.42197, -2.01470], [0.15611, -3.01797, -2.55240]],
  "forces_ev_per_a": [[0.395, 0.849, 0.065], [0.174, 0.638, 0.363], [-0.169, -0.519, -0.002], [-0.082, -0.231, -0.309], [-0.155, 0.561, 0.319], [0.022, 0.398, -0.277], [0.633, -0.663, 0.243], [-0.522, 0.180, 0.802], [0.077, -0.126, 0.096], [-0.113, 0.270, -0.827], [-0.128, -0.309, -0.052], [0.204, -0.005, -0.078], [-0.088, -0.134, -0.160], [0.083, 0.082, -0.013], [-0.126, -0.009, -0.095], [-0.499, 0.194, 0.299], [-0.224, -0.288, 0.024], [0.433, 0.392, 0.168], [-0.588, -0.303, -0.390], [0.288, 0.002, -0.259], [-0.311, 0.033, 0.174], [0.160, 0.075, 0.069], [0.129, 0.004, 0.009], [0.019, 0.168, -0.002], [0.004, -0.078, 0.104], [-0.087, 0.085, 0.041], [0.509, -2.100, -0.139], [-0.192, 2.291, -0.469], [-0.038, -1.842, 0.432], [-0.036, 0.213, -0.320], [0.011, -0.082, 0.050], [0.009, 0.211, -0.041], [-0.005, 0.018, -0.020], [0.145, 0.258, 0.245], [0.058, -0.002, 0.098], [0.067, -0.027, 0.059], [-0.055, -0.091, 0.031], [-0.008, -0.111, -0.090], [0.007, -0.001, -0.149]],
  "lowdin_charge": [1.753, 0.223, -0.474, -0.059, -0.064, -0.328, -0.085, -0.580, 0.167, -0.273, 0.182, 0.169, 0.161, 0.142, 0.151, 0.660, -1.033, -0.020, -0.171, -0.338, 0.965, 0.167, 0.142, 0.140, 0.096, 0.084, -0.024, -0.072, -0.213, 0.006, -0.033, -0.015, -0.039, -0.005, 0.124, 0.124, 0.126, 0.121, 0.121]
}